DFT (wB97M-V/def2-TZVPD) results for a structure of composition C21H43N2P3SSn.

ORCA input file:
```
! RIJCOSX wB97M-V def2-TZVPD def2/J DEFGRID3
* xyz 4 1
Sn -0.259 0.703 0.154
P 1.989 1.066 1.740
P -2.324 2.055 1.020
P 0.882 1.684 -1.960
H -0.508 -3.521 0.841
C 0.393 -3.268 0.254
C 1.678 -3.414 0.670
H 1.980 -3.692 1.683
C 2.568 0.436 3.338
C 1.968 2.880 2.002
C 3.578 0.843 0.830
C -3.744 1.320 0.117
C -2.809 2.138 2.767
C -1.845 3.726 0.395
C 2.212 0.597 -2.615
C 1.594 3.318 -1.529
C -0.569 1.728 -3.104
H 0.161 -2.927 -0.784
H 2.491 -3.147 -0.033
H 2.291 -0.618 3.422
H 2.123 1.006 4.155
H 3.659 0.539 3.384
H 1.206 3.120 2.756
H 1.746 3.455 1.092
H 2.951 3.182 2.391
H 3.715 -0.219 0.580
H 4.400 1.134 1.505
H 3.672 1.422 -0.098
H -4.680 1.904 0.153
H -3.987 0.333 0.548
H -3.526 1.133 -0.947
H -3.781 2.630 2.939
H -2.045 2.683 3.337
H -2.867 1.105 3.150
H -2.609 4.504 0.599
H -1.632 3.741 -0.697
H -0.917 4.049 0.917
H 2.328 0.680 -3.713
H 1.995 -0.469 -2.401
H 3.187 0.858 -2.164
H 1.879 3.907 -2.426
H 2.510 3.202 -0.924
H 0.874 3.927 -0.960
H -0.248 1.648 -4.162
H -1.148 2.671 -2.986
H -1.211 0.829 -2.929
C -0.768 -2.851 -4.432
C -1.823 -2.752 -5.366
C -1.848 -3.573 -6.518
C -0.837 -4.520 -6.790
C 0.156 -4.692 -5.793
C 0.171 -3.888 -4.650
S -0.376 -1.583 -3.220
H -1.247 -0.939 -2.146
H -2.580 -1.976 -5.233
H -2.638 -3.461 -7.283
H -0.766 -5.076 -7.760
H 0.939 -5.430 -5.969
H 0.956 -3.993 -3.895
C -0.562 1.033 5.094
C -0.696 -0.380 4.647
N -0.645 -0.832 3.398
C -0.758 -2.219 3.469
C -0.918 -2.590 4.777
N -0.861 -1.429 5.504
H -1.553 1.384 5.424
H 0.179 1.067 5.906
H -0.196 1.595 4.217
H -0.674 -2.868 2.598
H -1.070 -3.574 5.204
H -0.910 -1.334 6.506
*
```

For the highest occupied orbital energy (spin up / spin down), the calculation gives -0.649 / -0.649 Ha. Its total energy is -2570.4180 Ha. The LUMO energy (spin up / spin down) is -14.33 / -14.42 eV.